(1)
# C51H100O39

13 unconnected molecules or ions with the total composition C51H100O39 in a non-equilibrium geometry (wB97M-V/def2-TZVPD, OMol25).

Element x y z (Å)
C (-5.14990, 6.09856, -0.60794)
C (-4.72780, 6.63316, 0.74085)
O (-3.83774, 5.63035, 1.17124)
C (-3.48601, 4.88089, 0.17346)
O (-2.54105, 4.04169, 0.27971)
O (-4.25703, 5.08189, -0.91015)
H (-5.05296, 6.78439, -1.44957)
H (-6.17984, 5.76244, -0.48815)
H (-5.54390, 6.62179, 1.46331)
H (-4.27857, 7.61943, 0.62433)
C (0.93867, -6.12524, 2.44492)
C (0.76083, -5.48247, 1.04898)
O (1.83379, -5.98899, 0.27092)
C (2.22048, -5.35566, -0.79016)
O (1.76648, -4.26469, -1.25008)
O (3.23573, -6.06220, -1.33045)
C (3.84935, -5.54972, -2.41496)
H (1.07085, -7.20158, 2.55493)
H (0.09857, -5.87545, 3.09295)
H (1.87332, -5.66254, 2.76181)
H (0.58905, -4.41477, 1.18536)
H (-0.25751, -5.72037, 0.74162)
H (4.29076, -4.57739, -2.19626)
H (3.17923, -5.47476, -3.27136)
H (4.65707, -6.25606, -2.60670)
C (0.39235, -3.95772, -6.53952)
C (-0.87901, -4.25506, -5.80157)
O (-1.82754, -3.89563, -6.77871)
C (-3.07988, -4.39145, -6.68373)
O (-3.48889, -5.27771, -5.88914)
O (-3.78231, -3.84233, -7.62327)
C (-5.19508, -4.14720, -7.67895)
H (0.72004, -2.91953, -6.48580)
H (0.32120, -4.29542, -7.57344)
H (1.16389, -4.58052, -6.08680)
H (-0.93127, -3.76479, -4.82946)
H (-0.95899, -5.31922, -5.57958)
H (-5.66962, -4.10450, -6.69859)
H (-5.38213, -5.16192, -8.03033)
H (-5.74983, -3.52370, -8.38009)
C (0.34074, -4.30611, 7.50323)
C (1.06476, -4.68183, 6.16387)
O (1.13361, -3.56902, 5.24209)
C (0.06309, -3.18096, 4.51199)
O (-1.09074, -3.68010, 4.63304)
O (0.46233, -2.44905, 3.43244)
C (-0.47206, -1.98013, 2.53658)
H (-0.06593, -5.16329, 8.03985)
H (-0.54522, -3.72085, 7.25699)
H (0.92700, -3.61032, 8.10345)
H (0.56505, -5.50185, 5.64816)
H (2.04592, -5.03628, 6.47976)
H (0.11167, -1.28274, 1.93575)
H (-1.20087, -1.35318, 3.05027)
H (-0.98133, -2.70792, 1.90485)
C (6.28224, 1.13246, 3.21606)
C (5.94617, 2.54325, 2.68854)
O (4.91012, 2.52035, 1.72242)
C (5.17945, 2.24287, 0.42463)
O (6.30500, 2.12394, -0.11909)
O (4.09577, 2.10849, -0.33295)
C (2.79700, 2.29080, 0.10614)
H (6.64537, 0.65834, 2.30423)
H (5.42800, 0.60180, 3.63651)
H (7.04369, 1.19813, 3.99323)
H (6.80835, 3.03442, 2.23745)
H (5.62194, 3.11227, 3.55984)
H (2.60685, 3.33919, -0.12371)
H (2.62386, 1.94273, 1.12445)
H (2.11689, 1.83966, -0.61637)
C (0.43688, -1.63183, -3.09785)
C (1.09130, -0.87355, -1.88973)
O (0.14803, -0.83691, -0.79251)
C (-0.80283, 0.10184, -0.75107)
O (-0.96142, 1.07191, -1.44460)
O (-1.51097, -0.14583, 0.39058)
C (-2.39861, 0.92214, 0.82569)
H (0.19999, -2.67467, -2.88700)
H (1.13765, -1.57362, -3.93070)
H (-0.46151, -1.18758, -3.52638)
H (1.39949, 0.13097, -2.17966)
H (2.00777, -1.36545, -1.56381)
H (-2.88385, 0.71111, 1.77863)
H (-3.15561, 1.21290, 0.09733)
H (-1.83622, 1.84577, 0.96260)
C (-0.06564, 0.35371, -6.57169)
C (-1.29992, 1.18982, -6.95094)
O (-2.25292, 1.09748, -5.94146)
C (-2.32522, 2.01210, -5.00808)
O (-1.71170, 3.05424, -4.85531)
O (-3.26460, 1.64677, -4.08193)
C (-3.61923, 2.57270, -3.05142)
H (0.57294, 0.49211, -5.69924)
H (0.61775, 0.64969, -7.36760)
H (-0.29146, -0.70322, -6.71303)
H (-1.69502, 0.80955, -7.89295)
H (-1.04152, 2.23640, -7.11213)
H (-4.50831, 2.20152, -2.54166)
H (-3.85925, 3.52838, -3.51744)
H (-2.73588, 2.62832, -2.41526)
C (-0.00586, 4.08923, -1.71292)
C (0.26127, 5.47483, -2.31320)
O (1.53327, 6.00964, -1.90955)
C (2.59782, 5.59780, -2.53497)
O (2.65005, 4.71382, -3.34265)
O (3.61385, 6.24485, -2.11977)
C (4.92073, 6.09615, -2.69297)
H (-1.07307, 3.96818, -1.89866)
H (0.28023, 3.97140, -0.66776)
H (0.39871, 3.22049, -2.23227)
H (-0.36109, 6.24118, -1.85116)
H (0.03976, 5.48016, -3.38044)
H (5.41466, 7.05898, -2.56224)
H (4.83640, 5.89221, -3.76039)
H (5.46996, 5.27233, -2.23715)
C (3.04060, -2.43174, 1.19620)
C (4.24865, -1.40702, 1.05046)
O (5.40979, -2.28755, 0.86643)
C (6.60525, -1.82752, 0.45890)
O (6.88646, -0.67962, 0.08771)
O (7.43964, -2.78977, 0.64588)
C (8.73420, -2.39308, 1.13822)
H (2.10915, -1.96199, 1.51215)
H (3.30515, -3.10932, 2.00799)
H (2.81453, -2.95392, 0.26652)
H (4.34491, -0.74902, 1.91411)
H (3.99519, -0.99010, 0.07576)
H (9.10561, -3.25333, 1.69510)
H (8.93713, -1.49133, 1.71594)
H (9.38782, -2.28807, 0.27228)
C (4.21656, 1.42066, -3.33710)
C (5.22336, 2.56710, -3.57165)
O (6.30841, 2.19048, -4.38912)
C (7.41510, 1.53744, -3.84230)
O (7.49672, 1.15614, -2.70638)
O (8.36207, 1.48600, -4.78110)
C (9.68059, 0.96991, -4.49371)
H (3.82358, 1.02513, -4.27371)
H (3.34624, 1.86034, -2.84996)
H (4.60787, 0.64753, -2.67585)
H (5.58162, 3.08656, -2.68288)
H (4.73215, 3.32620, -4.18041)
H (9.95489, 0.92834, -3.43961)
H (10.53975, 1.36709, -5.03425)
H (9.52176, -0.05038, -4.84282)
C (-7.14690, -2.38933, 0.99774)
C (-5.77399, -1.85833, 0.65339)
O (-5.55180, -0.48062, 0.96105)
C (-5.98449, 0.41735, 0.14254)
O (-6.41454, 0.27600, -1.03435)
O (-5.84438, 1.64283, 0.70429)
C (-6.47214, 2.83186, 0.18049)
H (-7.15093, -2.36205, 2.08739)
H (-7.34735, -3.34447, 0.51234)
H (-8.00807, -1.84172, 0.61485)
H (-5.59569, -1.99636, -0.41304)
H (-5.07012, -2.34731, 1.32687)
H (-7.52931, 2.66739, -0.02790)
H (-6.00124, 3.08336, -0.76982)
H (-6.38044, 3.66681, 0.87515)
C (-3.86485, 3.50091, 3.67498)
C (-4.94031, 3.48173, 4.77826)
O (-5.65995, 2.32537, 4.52185)
C (-6.56379, 1.85808, 5.40176)
O (-6.79420, 2.40876, 6.49188)
O (-7.02978, 0.68093, 4.99085)
C (-7.98086, -0.01810, 5.67797)
H (-4.34471, 3.39207, 2.70236)
H (-3.18424, 2.66719, 3.84754)
H (-3.40486, 4.48903, 3.68647)
H (-5.52784, 4.39870, 4.82387)
H (-4.43756, 3.50766, 5.74505)
H (-8.55516, -0.65638, 5.00649)
H (-8.76398, 0.66040, 6.01631)
H (-7.56050, -0.65804, 6.45378)
C (-0.19655, -0.91423, 8.67824)
C (-0.46553, -0.50516, 7.22523)
O (-1.75729, -0.97682, 6.75736)
C (-2.12705, -0.54691, 5.51917)
O (-1.51347, 0.28073, 4.81005)
O (-3.21969, -1.28714, 5.21063)
C (-3.84141, -1.18657, 3.88148)
H (0.86683, -0.78435, 8.87937)
H (-0.41939, -1.96285, 8.87527)
H (-0.59013, -0.24764, 9.44561)
H (0.36143, -0.91567, 6.64582)
H (-0.39963, 0.58223, 7.26184)
H (-3.17343, -1.45769, 3.06393)
H (-4.08907, -0.13962, 3.70639)
H (-4.70671, -1.82626, 3.70784)

Properties
HOMO level = -0.354 Eh
ΔE to the lowest compared entry with this formula, charge and spin = 166.42 kJ/mol
Frontier orbital gap = 9.858 eV

Löwdin atomic charge list, values in e, 8 entries: -0.147 -0.096 0.076 -0.523 0.086 0.063 0.142 0.124

(2)
# C22H14FN3O9

C22H14FN3O9 in the gas phase in a non-equilibrium geometry (wB97M-V/def2-TZVPD, OMol25).

Element x y z (Å)
O (-0.62315, -2.12086, -0.91373)
C (0.37190, -1.43724, -1.10635)
C (0.91871, -0.72472, 0.01388)
C (0.00397, -0.27404, 0.96356)
C (0.46041, 0.40500, 2.09185)
C (-0.47999, 0.99163, 3.02152)
C (-0.76713, 2.37681, 2.87669)
O (-0.07974, 3.05012, 1.92252)
C (-1.67989, 3.02871, 3.75432)
N (-2.07092, 4.35428, 3.58858)
O (-1.24433, 5.16175, 3.15070)
O (-3.26015, 4.64542, 3.85126)
C (-2.34724, 2.24783, 4.72266)
C (-2.11779, 0.86276, 4.81352)
F (-2.74079, 0.16777, 5.78396)
C (-1.15198, 0.21560, 3.98945)
N (-0.89298, -1.12739, 4.16762)
O (0.24555, -1.43926, 4.49244)
O (-1.80464, -1.93964, 3.87719)
C (1.80329, 0.69427, 2.26526)
C (2.75448, 0.23067, 1.31241)
N (4.15012, 0.47515, 1.53504)
O (4.98252, -0.17780, 0.89478)
O (4.41011, 1.38943, 2.32013)
C (2.29024, -0.46290, 0.17173)
O (3.17745, -0.79375, -0.83434)
C (0.87917, -1.20411, -2.55380)
C (1.50187, -2.52453, -3.13024)
C (0.34003, -3.24612, -3.92009)
C (-0.54298, -2.07656, -4.30240)
C (-1.51241, -1.97180, -5.29490)
C (-2.17903, -0.74379, -5.52811)
C (-1.87815, 0.36399, -4.69758)
C (-0.88113, 0.25953, -3.70759)
C (-0.24038, -0.97369, -3.52342)
H (-1.07804, -0.40058, 0.83217)
H (-0.30968, 3.99713, 1.93811)
H (-3.09336, 2.66433, 5.39959)
H (2.12882, 1.24088, 3.16281)
H (4.06849, -0.59066, -0.45467)
H (1.54861, -0.32746, -2.61521)
H (1.94097, -3.20170, -2.39110)
H (2.35855, -2.27108, -3.77528)
H (0.65574, -3.77968, -4.81235)
H (-0.26145, -3.90620, -3.26983)
H (-1.77563, -2.83759, -5.90933)
H (-2.94628, -0.65333, -6.29812)
H (-2.42504, 1.28110, -4.77259)
H (-0.60666, 1.10230, -3.10274)

Properties
Structure (SMILES) = O=C(c1cc(-c2c(O)c([N+](=O)[O-])cc(F)c2[N+](=O)[O-])cc([N+](=O)[O-])c1O)[C@H]1CCc2ccccc21
HOMO level = -0.329 Eh
ΔE to the lowest compared entry with this formula, charge and spin = 0.00 kJ/mol
Frontier orbital gap = 6.898 eV

Löwdin atomic charge list, values in e, 8 entries: 0.125 -0.289 -0.063 0.106 -0.185 -0.040 -0.134 0.108

(3)
# C4H7I2N

2 unconnected molecules or ions with the total composition C4H7I2N in a non-equilibrium geometry (wB97M-V/def2-TZVPD, OMol25).

Element x y z (Å)
C (-0.23265, -0.55044, 1.81562)
C (0.15365, -0.49804, -1.05816)
C (-0.39566, 1.90709, -0.16588)
C (0.40887, 0.66173, -0.13523)
N (0.22668, -1.64475, 1.55462)
I (-2.46832, 1.21256, 0.17110)
I (2.50619, 1.12394, 0.26588)
H (-0.59131, 0.15240, 2.48515)
H (0.91902, -0.66894, -1.90199)
H (0.20094, -1.36020, -0.26909)
H (-0.80327, -0.21555, -1.30695)
H (-0.48349, 2.35476, -1.07311)
H (-0.21514, 2.54883, 0.67148)
H (0.15660, -2.43891, 2.20090)

Properties
HOMO level = -0.288 Eh
ΔE to the lowest compared entry with this formula, charge and spin = 290.72 kJ/mol
Frontier orbital gap = 7.806 eV

Löwdin atomic charge list, values in e, 8 entries: -0.107 -0.222 -0.615 -0.895 0.050 0.791 0.721 0.039

(4)
# C20H56F3N2O14Zr

A molecular structure, C20H56F3N2O14Zr in a non-equilibrium geometry (wB97M-V/def2-TZVPD, OMol25).

Element x y z (Å)
Zr (-6.26372, -2.30266, 4.39652)
C (-9.85560, 0.27411, 0.41170)
O (-9.11390, -0.44373, 1.32076)
H (-9.61467, -0.17925, -0.54981)
H (-10.92934, 0.22888, 0.59370)
H (-9.61304, 1.32683, 0.26649)
C (-4.28541, -7.18445, 1.31110)
O (-4.94513, -6.01759, 1.82883)
H (-4.76202, -7.84061, 0.58282)
H (-3.38629, -6.91008, 0.75938)
H (-3.64231, -7.64767, 2.05940)
C (-1.87141, 0.19898, 0.81007)
O (-2.48098, -0.70435, -0.17982)
O (-2.65205, -0.27439, 1.91558)
C (-0.25826, 0.03954, 0.82690)
F (0.35360, 1.04128, 1.42277)
F (0.10126, -1.06281, 1.56718)
F (0.26314, -0.15481, -0.34374)
C (-2.25203, -0.62331, -1.61263)
C (-3.28794, -1.52322, -2.21079)
H (-4.25445, -1.01957, -2.19358)
H (-3.11746, -1.60604, -3.28418)
H (-3.27622, -2.57922, -1.94091)
H (-1.25587, -0.98946, -1.86103)
H (-2.36118, 0.38989, -1.99941)
H (-2.02808, 1.20868, 0.43051)
C (4.27485, 8.58224, 2.52823)
C (5.49958, 8.21067, 3.38660)
C (5.72418, 9.01063, 4.67562)
O (6.24531, 10.31153, 4.38965)
C (6.19337, 11.31946, 5.47033)
N (5.44002, 6.78353, 3.69834)
H (4.22088, 9.63983, 2.26998)
H (3.38353, 8.37694, 3.12112)
H (4.23775, 7.89251, 1.68502)
H (6.38834, 8.36930, 2.77585)
H (6.44263, 8.58833, 5.37818)
H (4.84796, 9.10545, 5.31698)
H (6.54498, 10.78287, 6.35155)
H (5.21287, 11.67147, 5.79099)
H (6.92011, 12.04082, 5.09671)
H (5.77442, 6.68688, 4.64647)
H (4.51187, 6.40899, 3.56286)
C (0.95713, -8.70508, -6.67181)
C (0.42256, -8.76232, -5.20283)
C (0.32887, -7.34840, -4.59769)
O (1.71838, -6.95080, -4.26643)
C (1.80410, -5.79220, -3.41965)
N (-0.97146, -9.19053, -5.27946)
H (0.62418, -7.98375, -7.41808)
H (0.92278, -9.67837, -7.16133)
H (1.95735, -8.42228, -6.34365)
H (1.17885, -9.29324, -4.62468)
H (-0.29542, -7.45605, -3.71069)
H (-0.13859, -6.58598, -5.22082)
H (2.88515, -5.65654, -3.38775)
H (1.30284, -5.80599, -2.45184)
H (1.43292, -5.00672, -4.07793)
H (-1.18663, -9.45680, -4.32925)
H (-1.09045, -10.01099, -5.85634)
C (-6.18920, -6.47286, -8.69541)
C (-4.83731, -5.87216, -9.19376)
O (-4.75732, -5.96515, -10.63576)
O (-7.24928, -5.48431, -8.80239)
H (-6.09765, -6.89735, -7.69564)
H (-6.38814, -7.43366, -9.17016)
H (-4.03467, -6.41830, -8.69818)
H (-4.92905, -4.80545, -8.98931)
H (-5.48044, -5.44752, -10.99737)
H (-7.22576, -4.81055, -8.11895)
C (5.63608, 3.03814, -3.02918)
C (6.57925, 3.09280, -1.77936)
O (7.75475, 2.32269, -1.92340)
O (6.22841, 3.62370, -4.19098)
H (4.66930, 3.54004, -2.98981)
H (5.48049, 1.96716, -3.15916)
H (6.03673, 2.74706, -0.89945)
H (6.90808, 4.10951, -1.56428)
H (8.39135, 2.67234, -2.55116)
H (6.22442, 4.58126, -4.12265)
C (2.35182, 4.94785, 8.96623)
C (1.10433, 4.04058, 9.08640)
O (-0.01389, 4.63097, 9.68905)
O (2.73573, 5.18838, 10.29839)
H (2.20664, 5.83737, 8.35323)
H (3.15318, 4.38860, 8.48337)
H (1.31334, 3.17807, 9.71924)
H (0.74540, 3.69636, 8.11646)
H (-0.26198, 5.25711, 9.00495)
H (2.34262, 4.45442, 10.77626)
O (-3.31317, 5.78169, 4.30313)
H (-3.22332, 4.84757, 4.11453)
H (-4.09141, 6.05124, 3.81536)
O (-3.79329, -3.72376, 7.08081)
H (-3.06946, -3.34757, 7.58159)
H (-3.83288, -4.63687, 7.36525)

Properties
HOMO level = -0.373 Eh
Frontier orbital gap = 1.767 eV
Net charge = +1

Löwdin atomic charge list, values in e, 8 entries: 1.337 -0.225 -0.145 0.108 0.076 0.091 -0.164 -0.123